## P
The following is a DFT calculation (ωB97M-V with the def2-TZVPD basis set) of the molecule C5H12N2.

XYZ file:
```
19
C5H12N2 | the Open Molecules 2025 dataset | ωB97M-V with the def2-TZVPD basis set
C 0.2548 -1.6106 -0.8076
H 3.0063 -0.5361 0.9561
H 0.2357 -2.4489 -0.1129
H -0.8545 -0.6380 0.7329
H -1.2065 2.6564 -0.5644
C 2.2204 -1.2128 0.6353
H 0.1837 -1.8652 -1.8623
H 2.1111 -0.5046 -1.3406
H -0.5578 2.8318 1.3972
H 1.9822 -2.0716 1.2498
H -1.8956 -1.0555 -0.5687
H 0.1935 0.9344 -1.0775
H -1.1679 1.4023 2.0129
C -1.3221 1.6850 -0.0871
N -0.7089 1.8489 1.2360
N -0.7686 0.6533 -0.9300
C 1.5817 -0.9321 -0.4997
C -0.8851 -0.6898 -0.3600
H -2.4021 1.5532 -0.0094
```

HOMO-LUMO gap = 10.050 eV
Multiplicity = 1
SMILES = C=CCCNCN


## Q
The following is a DFT calculation (ωB97M-V with the def2-TZVPD basis set) of the molecule C5H12N2.

XYZ file:
```
19
C5H12N2 | the Open Molecules 2025 dataset | ωB97M-V with the def2-TZVPD basis set
H 1.3186 1.4738 1.7577
H -0.3674 -0.7851 -1.6921
H -2.3457 1.9287 -0.6428
H 1.8694 -0.1668 -2.3099
C 1.0856 0.4121 1.7732
C 0.0720 0.0498 0.9625
C 0.5072 -1.2033 -1.1922
N -0.6705 1.0437 0.2971
H 2.4235 -0.6131 -1.0062
H -2.4420 1.8927 1.0703
H 0.5447 -2.0095 0.9151
H 1.5302 -0.2768 2.4741
C 0.0373 -1.3031 0.2473
H -2.6838 0.4045 0.0895
H -0.0975 1.7242 -0.1741
H 0.7616 -2.1073 -1.7637
H -1.0321 -1.5984 0.3170
N 1.5562 -0.1698 -1.3342
C -2.0671 1.3036 0.2114
```

HOMO-LUMO gap = 8.782 eV
Multiplicity = 1
SMILES = C=C(CCN)NC


Which of them is the least stable? Correct choice: Q.


## P
The following is a DFT calculation (ωB97M-V with the def2-TZVPD basis set) of a structure of composition C27H46BrNOP2SSr.

XYZ file:
```
80
C27H46BrNOP2SSr | the Open Molecules 2025 dataset | ωB97M-V with the def2-TZVPD basis set
C 3.1849 -1.3256 -2.8382
H 1.9404 -8.4043 0.1723
H 4.9180 1.1568 -0.0279
H -2.3386 2.3080 4.0943
H 4.3936 2.7186 0.5855
Br -0.3513 2.0524 -0.6611
H 2.1951 -10.8440 0.2975
C 0.1741 -8.3200 1.4823
O -0.2926 0.2167 2.0573
H -2.1410 2.2547 2.2905
H 0.4406 -1.7916 1.7509
H 3.9903 -0.7983 2.2199
C 0.5130 -6.1996 0.2647
H 4.1841 1.2764 1.5812
N 0.7195 -11.1133 1.7375
C 0.4722 2.5446 3.0946
C 0.4959 -4.7780 0.0374
C -2.1072 1.6818 3.2278
C 0.7201 -4.2607 -1.2711
H 0.9899 -2.5035 -2.5059
C -1.2695 4.8958 -3.4361
H 0.7698 -4.9672 -2.1136
C -0.0716 -6.8915 1.2805
H -3.2203 2.0290 -3.2913
H -1.2546 5.5058 -4.3450
H 0.3071 3.2027 3.9656
C 1.2269 -8.9581 0.7850
C 0.2686 -3.8574 1.0798
H 4.2971 -0.8605 -0.1371
H 0.3141 3.4638 -3.9099
P 2.0033 -0.1855 -0.5053
H 2.6689 2.1271 -0.9621
H 4.1797 -1.4181 -2.3964
H -0.9318 2.8413 -2.8245
H -0.7793 -6.3878 1.9528
H -2.7747 0.8154 3.2007
H 2.2367 -0.8415 2.0601
C -0.2503 -10.5449 2.4522
C -0.7630 3.4850 -3.7009
H 2.6554 -2.2622 -2.6270
H -1.3487 -8.8067 3.0378
H 1.0880 2.6994 -6.5474
C 3.1656 -1.3071 1.6977
H 0.8568 1.1331 -7.3497
H 3.0734 0.7774 -2.4066
C -0.5599 -9.1659 2.3787
H -4.3465 2.3267 -5.7042
H 1.9793 1.9397 0.6356
H -0.3247 2.4337 -7.5898
H -4.9642 1.0179 -4.6793
C -0.4542 1.4428 -5.6576
C -4.0795 1.3870 -5.2072
C 4.1362 1.6544 0.5568
P -1.6761 2.6881 -5.0673
H -2.4055 0.6384 -4.0210
H -0.0288 -4.2628 2.0377
C 0.4832 -2.4778 0.8872
S -0.4142 0.9866 3.3980
H 1.5440 2.2781 3.0367
H 1.5049 0.0865 -2.8479
C 0.8476 -2.8881 -1.4778
C 2.4382 -0.1145 -2.2970
C 0.8586 -2.0050 -0.3929
H 0.1255 2.9998 2.1681
H -0.7898 -11.2304 3.1188
H 3.2746 -1.2509 -3.9295
H -0.6416 5.3868 -2.6872
H -2.2938 4.8587 -3.0529
H -3.8133 0.6563 -5.9780
C 0.3395 1.9637 -6.8560
H 1.0455 -6.7651 -0.4910
H 0.2079 1.1785 -4.8199
C 1.4234 -10.3521 0.8952
C 3.3295 -1.2450 0.1823
Sr -1.3747 -0.4375 0.0709
H 3.1438 -2.3458 2.0525
C -2.9065 1.5883 -4.2429
C 2.7422 1.5218 -0.0422
H 3.1962 -2.2379 -0.2689
H -1.0318 0.5495 -5.9375
```

HOMO-LUMO gap = 4.297 eV
Net charge = +2
Multiplicity = 1


## Q
The following is a DFT calculation (ωB97M-V with the def2-TZVPD basis set) of a structure of composition C27H46BrNOP2SSr.

XYZ file:
```
80
C27H46BrNOP2SSr | the Open Molecules 2025 dataset | ωB97M-V with the def2-TZVPD basis set
C 1.3738 1.3604 -2.7654
C 0.6891 1.9617 -1.6851
H -0.6003 -4.3417 -1.1801
H -1.6690 2.6063 -5.2360
C -3.3054 2.5184 0.2448
H 1.4174 -2.6183 3.6846
C 2.8083 2.3348 -0.5702
H -1.1415 -0.2807 2.0583
C -0.6270 0.2583 2.8684
N 8.9689 4.6089 -1.4422
H 0.7869 1.1028 -3.6505
H 7.9058 5.0430 -3.1806
H 3.3680 2.8954 0.1922
P -1.0653 2.5239 -1.5588
H -2.9492 2.6305 -2.9589
H -3.1899 3.3438 0.9620
C 5.7722 1.8397 -0.4833
C 0.1159 -5.5241 -2.8844
H -0.1687 2.7229 -4.3034
H 6.0737 3.4380 -2.7330
C 6.8890 2.7288 -0.7980
H -0.2409 -2.3636 2.9563
C 9.0162 3.8707 -0.3138
C 2.7523 1.0767 -2.6400
Sr 2.7299 -0.4562 -0.4206
H 0.3038 -3.3731 -2.3454
H -1.5553 -1.5442 -3.8409
H -0.2090 4.6413 -2.1554
C -1.9446 2.2308 -3.1043
O 1.5877 -0.5984 1.5969
H -1.8847 4.7397 -1.6610
H -1.2321 1.9492 0.7000
H -3.4927 -4.6763 -0.6442
H -2.3002 -2.4611 -1.1055
C 0.5365 -1.9583 3.6260
H 5.3676 0.5942 -2.2046
H -0.5923 1.3468 2.6911
C -2.9931 -2.9208 -1.8280
C 3.5273 1.6747 -1.6073
C 4.9312 1.2765 -1.4307
C -2.7223 -2.5587 -5.4342
H -2.4488 -1.9146 -6.2769
H -4.6757 -4.2914 -1.9103
H -3.8991 2.8997 -0.6191
H -0.7805 4.2676 0.8270
C -0.9104 4.3304 -1.3715
H -2.8430 -3.5775 -5.8239
C -1.2470 2.9218 -4.2797
S 1.0833 -0.3243 3.0306
P -1.9648 -3.7840 -3.0777
H -2.0641 0.8131 -0.3564
H 5.6256 1.5678 0.5704
H -0.6600 -6.2938 -2.8428
C -1.6322 -2.5152 -4.3496
H -3.4975 -2.0968 -2.3505
H -0.9427 5.8873 0.1183
C 8.0109 2.9554 0.0514
H -0.6485 -2.7407 -4.7845
H -2.0469 1.1424 -3.2294
C 7.9274 4.4231 -2.2674
H 0.8660 2.5866 0.3688
C -0.4724 4.8999 -0.0191
C 6.8910 3.5028 -2.0096
C -0.3879 -4.2236 -2.2539
H 3.2508 0.3053 -3.2684
H 0.9881 -5.8916 -2.3421
H -1.1203 0.0732 3.8346
Br -0.3629 -0.8935 -1.4678
C -3.9993 -3.8590 -1.1625
H 9.9045 4.0632 0.3116
H 8.1523 2.4441 1.0090
H 0.6164 5.0462 0.0221
H -4.6049 -3.3035 -0.4426
C -1.9542 1.8893 -0.1337
H -3.9268 1.7633 0.7516
H -1.3774 4.0109 -4.2106
H 0.1221 -1.8029 4.6334
H 0.3900 -5.3629 -3.9304
H -3.6921 -2.2212 -5.0477
C 1.4197 2.2732 -0.5258
```

HOMO-LUMO gap (spin up / spin down) = 3.619 / 3.543 eV
Net charge = +2
Multiplicity = 1


Which of them is the least stable? Correct choice: P.


## P
The following is a DFT calculation (ωB97M-V with the def2-TZVPD basis set) of a cluster of 2 separate species, C3H3N2O in total.

XYZ file:
```
9
C3H3N2O | the Open Molecules 2025 dataset | ωB97M-V with the def2-TZVPD basis set
H 1.3084 0.8921 -1.1418
N 0.9316 -0.4250 0.5104
C -3.1627 0.3150 -0.6559
C 1.6119 0.4284 -0.2226
H 2.6403 0.7448 0.0390
O -3.1967 0.7611 0.3617
N -1.2340 -1.1494 -0.4263
C -0.2840 -0.8037 0.0697
H 1.3851 -0.7633 1.4658
```

HOMO-LUMO gap = 8.079 eV
Net charge = +1
Multiplicity = 1


## Q
The following is a DFT calculation (ωB97M-V with the def2-TZVPD basis set) of a cluster of 2 separate species, C3H3N2O in total.

XYZ file:
```
9
C3H3N2O | the Open Molecules 2025 dataset | ωB97M-V with the def2-TZVPD basis set
N -1.2464 -1.1372 -0.2928
N 0.7866 1.3474 0.1505
C 1.2358 2.4577 -0.0799
C -1.6490 -2.1822 -0.6036
H 0.8883 -0.6286 -0.2087
O 1.4150 3.5712 -0.2047
H 0.0273 -0.2471 1.3258
H -1.9037 -3.2353 -0.4698
C 0.4461 0.0540 0.3833
```

HOMO-LUMO gap = 9.956 eV
Net charge = +1
Multiplicity = 1


## R
The following is a DFT calculation (ωB97M-V with the def2-TZVPD basis set) of a structure of composition C3H3N2O.

XYZ file:
```
9
C3H3N2O | the Open Molecules 2025 dataset | ωB97M-V with the def2-TZVPD basis set
C 1.2374 0.5833 -0.5264
N 3.1974 -0.1179 -2.1509
O 2.1434 -0.7555 -1.7146
C 2.8911 0.8574 -1.4603
H -0.6959 -0.1763 -0.8298
H 0.2664 -0.9593 0.5823
N 2.1062 1.4503 -0.5843
H -0.1978 0.8434 0.8850
C 0.0983 0.0510 0.0381
```

HOMO-LUMO gap (spin up / spin down) = 9.031 / 9.030 eV
Net charge = +1
Multiplicity = 1


Which of them is the least stable? Correct choice: R.